w | Density functional theory data (ωB97M-V with the def2-TZVPD basis set) for a structure of composition C9H18BrO2Si.

The total charge is -1. The calculation puts the orbital gap at 7.7 eV. As for the HOMO energy: -4.524 eV.

Last column: Löwdin charge in e.
Cartesian coordinates (Å):
1 C 0.787 2.551 -0.430  -0.585
2 C -0.372 -0.384 -2.198  -0.070
3 C 2.378 -0.698 0.602  -0.053
4 C -0.059 -1.132 1.205  -0.054
5 C 1.049 -2.365 -0.729  -0.055
6 C -2.124 1.331 2.033  -0.243
7 C 0.586 0.054 -1.059  -0.257
8 C 0.009 1.345 -0.348  -0.263
9 C 0.898 -1.018 -0.021  -0.524
10 O 0.819 2.057 0.764  0.076
11 O 1.283 3.459 -1.008  0.125
12 Si -1.840 1.645 0.118  0.537
13 Br -3.309 -0.946 -0.321  -0.232
14 H -1.135 -0.987 -1.809  -0.030
15 H 0.000 -0.970 -2.990  0.070
16 H -0.681 0.516 -2.543  0.040
17 H 2.562 0.333 1.072  0.088
18 H 2.707 -1.469 1.303  0.059
19 H 3.159 -0.713 -0.231  0.082
20 H -1.080 -1.036 0.906  -0.044
21 H 0.177 -0.352 1.855  0.036
22 H 0.255 -2.115 1.555  0.083
23 H 1.271 -3.114 0.068  0.097
24 H 0.081 -2.558 -1.101  0.065
25 H 1.806 -2.131 -1.420  0.069
26 H -2.620 2.090 2.622  0.007
27 H -2.625 0.446 2.238  -0.053
28 H -1.034 1.099 2.370  0.036
29 H 1.509 0.351 -1.510  0.125
30 H -2.510 1.493 -1.137  -0.106
31 H -1.948 3.217 0.144  -0.026



x | Density functional theory data (ωB97M-V with the def2-TZVPD basis set) for the ion C9H18BrO2Si with charge -1.

The total charge is -1. The calculation puts the orbital gap at 8.1 eV. As for the HOMO energy: -4.963 eV.

Last column: Löwdin charge in e.
Cartesian coordinates (Å):
1 C -2.325 -1.053 -0.618  -0.764
2 C 0.370 0.223 1.984  -0.109
3 C 0.473 -1.896 -1.224  -0.070
4 C 1.604 0.271 -0.634  -0.043
5 C 2.043 -1.800 0.559  -0.091
6 C -3.460 2.187 -0.310  -0.257
7 C -0.232 -0.764 0.964  -0.361
8 C -1.529 -0.237 0.384  -0.533
9 C 0.916 -1.022 -0.100  -0.554
10 O -2.546 -0.265 -1.618  -0.130
11 O -2.772 -2.204 -0.603  -0.008
12 Si -1.741 1.402 -0.564  0.471
13 Br -2.790 -0.066 2.140  0.570
14 H -0.274 0.116 2.823  0.009
15 H 0.211 1.220 1.655  0.039
16 H 1.286 -0.103 2.335  0.043
17 H -0.050 -2.818 -0.871  0.115
18 H -0.174 -1.422 -1.939  0.083
19 H 1.304 -2.151 -1.792  0.051
20 H 2.152 0.050 -1.585  0.100
21 H 2.304 0.615 0.061  0.043
22 H 0.836 1.120 -0.704  0.045
23 H 2.605 -1.112 1.225  0.075
24 H 1.909 -2.820 0.984  0.098
25 H 2.765 -2.034 -0.224  0.072
26 H -3.687 2.678 0.673  0.016
27 H -3.663 2.921 -0.970  -0.055
28 H -4.259 1.283 -0.216  0.073
29 H -0.440 -1.734 1.470  0.144
30 H -0.940 1.548 -1.752  -0.037
31 H -0.823 2.438 0.213  -0.035



Relative energies, unit eV: w 1.003; x 0.000